Computed, not measured: C6H10O as an isolated structure, with ωB97M-V/def2-TZVPD.

Output
relative energy (zero: lowest compared OMol25 entry of this formula, charge and spin)	376.71	kJ/mol
energy	-8427.3360	eV
maximum force	0.33	eV/Å
LUMO energy	0.97	eV
HOMO energy	-0.293	Eh

Positions of all 17 atoms, in Å:
1 C 2.01337 0.42318 0.22460
2 C 0.59658 -0.01231 -0.05391
3 C 0.01912 -1.35052 0.43729
4 C -0.62106 -1.32520 -0.94474
5 C -1.81005 0.35554 -0.26871
6 C -0.52158 1.03429 0.15205
7 O 0.35745 -0.47244 -1.41326
8 H 2.28138 1.28350 -0.39849
9 H 2.71444 -0.39061 0.01621
10 H 2.11306 0.71238 1.27697
11 H -0.59082 -1.39079 1.34325
12 H 0.79539 -2.12270 0.45903
13 H -1.71906 -0.88813 -1.05356
14 H -2.48068 0.07053 0.54418
15 H -2.34942 0.87347 -1.06481
16 H -0.30024 1.90994 -0.46573
17 H -0.54688 1.35661 1.19882

Computed, not measured: one molecule with the formula C6H10O in a non-equilibrium geometry, with ωB97M-V/def2-TZVPD.

Output
relative energy (zero: lowest compared OMol25 entry of this formula, charge and spin)	540.34	kJ/mol
energy	-8425.6402	eV
maximum force	2.51	eV/Å
LUMO energy (alpha / beta)	0.24 / 0.64	eV
HOMO energy (alpha / beta)	-0.285 / -0.299	Eh

Positions of all 17 atoms, in Å:
1 C 2.13575 -0.61759 -0.06265
2 C 0.56831 -0.35661 0.14302
3 C -0.59959 -0.18876 -1.07388
4 C -1.60065 0.52408 -0.11201
5 C -1.80481 -0.79867 0.51925
6 O -0.91123 1.37809 0.76627
7 C 0.45089 1.02398 0.73564
8 H 2.71036 0.30318 -0.35414
9 H 2.31917 -1.34083 -0.85268
10 H 2.71046 -0.98904 0.81083
11 H -0.03647 0.34972 -1.78058
12 H -1.19200 -0.92128 -1.70104
13 H -2.47230 1.12844 -0.45126
14 H -2.52089 -1.47625 0.03160
15 H -1.62574 -0.93147 1.55202
16 H 0.97902 1.77338 0.09296
17 H 0.88974 1.13964 1.73667

Computed, not measured: one molecule with the formula C6H10O in a non-equilibrium geometry, with ωB97M-V/def2-TZVPD.

Output
relative energy (zero: lowest compared OMol25 entry of this formula, charge and spin)	360.74	kJ/mol
energy	-8427.5015	eV
maximum force	2.49	eV/Å
LUMO energy (alpha / beta)	-0.09 / 0.62	eV
HOMO energy (alpha / beta)	-0.266 / -0.307	Eh

Positions of all 17 atoms, in Å:
1 C 0.03547 -0.05035 -2.02882
2 C -0.45667 -0.19589 -0.63524
3 C -0.02698 -1.17580 0.30324
4 C 0.24227 -0.12800 1.53841
5 C 1.47311 0.49952 1.26403
6 O -1.07277 0.57746 1.42796
7 C -1.33088 0.78510 0.06303
8 H -0.30086 -0.87347 -2.67442
9 H 1.13590 -0.07929 -2.04437
10 H -0.29178 0.89330 -2.47772
11 H -0.81909 -1.77481 0.76711
12 H 0.82532 -1.79461 0.01658
13 H 0.16605 -0.55535 2.54371
14 H 1.82922 0.64148 0.24982
15 H 2.12383 0.82871 2.06774
16 H -2.40496 0.59243 -0.09243
17 H -1.12718 1.80958 -0.28864

Computed, not measured: a 2-piece molecular cluster, C6H10O overall in a non-equilibrium geometry, with ωB97M-V/def2-TZVPD.

Output
relative energy (zero: lowest compared OMol25 entry of this formula, charge and spin)	287.54	kJ/mol
energy	-8428.2602	eV
maximum force	3.89	eV/Å
LUMO energy	1.04	eV
HOMO energy	-0.293	Eh

Positions of all 17 atoms, in Å:
1 C -2.23134 0.25640 0.23747
2 C -0.69625 0.12791 0.18382
3 C -0.15548 -1.23960 -0.19091
4 C 1.32179 -1.14848 0.02936
5 C 1.75406 0.10550 0.33219
6 C 1.17526 1.27472 -0.47098
7 O -0.21624 1.12763 -0.66671
8 H -2.69634 -0.66065 0.61808
9 H -2.71073 0.47903 -0.73758
10 H -2.49102 1.08318 0.89959
11 H 0.32694 0.32151 1.20313
12 H -0.41984 -1.43417 -1.23432
13 H -0.63752 -2.02570 0.41806
14 H 1.93738 -2.04134 0.08451
15 H 2.70905 0.29607 0.81039
16 H 1.37236 2.27763 -0.06365
17 H 1.65793 1.20039 -1.45246

Computed, not measured: C6H10O as an isolated structure in a non-equilibrium geometry, with ωB97M-V/def2-TZVPD.

Output
relative energy (zero: lowest compared OMol25 entry of this formula, charge and spin)	149.06	kJ/mol
energy	-8429.6955	eV
maximum force	1.06	eV/Å
LUMO energy	1.04	eV
HOMO energy	-0.357	Eh

Positions of all 17 atoms, in Å:
1 C 2.01199 0.23766 0.28334
2 C 0.58443 0.19176 -0.22221
3 C 0.06299 -1.11362 0.37932
4 C -0.93304 -0.90297 -0.71676
5 C -1.73197 0.31525 -0.23135
6 C -0.53004 1.26343 0.05047
7 O 0.12621 -0.30521 -1.53732
8 H 2.37281 1.23643 0.45432
9 H 2.67633 -0.37135 -0.33378
10 H 2.01168 -0.27722 1.26862
11 H -0.20228 -1.14035 1.43982
12 H 0.77251 -1.92757 0.16807
13 H -1.44294 -1.74116 -1.17246
14 H -2.31037 0.10120 0.67347
15 H -2.40570 0.65787 -1.01557
16 H -0.61321 2.17578 -0.57291
17 H -0.44939 1.60006 1.08493

Computed, not measured: one molecule with the formula C6H10O, with ωB97M-V/def2-TZVPD.

Output
relative energy (zero: lowest compared OMol25 entry of this formula, charge and spin)	54.58	kJ/mol
energy	-8430.6747	eV
structure (SMILES)	C[C@H]1OC[C@H]2C[C@H]21
maximum force	0.33	eV/Å
LUMO energy	1.15	eV
HOMO energy	-0.356	Eh

Positions of all 17 atoms, in Å:
1 C -2.12530 -0.50086 0.19383
2 C -0.83881 -0.05020 -0.47091
3 O -0.51955 1.25194 0.00524
4 C 0.83316 1.51080 -0.33134
5 C 1.53703 0.16762 -0.24025
6 C 1.22479 -0.61522 1.00202
7 C 0.43426 -0.85609 -0.24910
8 H -2.91286 0.23482 -0.00180
9 H -2.00384 -0.59514 1.27705
10 H -2.45272 -1.46414 -0.21118
11 H -0.99922 -0.00988 -1.56317
12 H 0.90927 1.91676 -1.35262
13 H 1.20634 2.25934 0.37602
14 H 2.46849 0.02150 -0.78021
15 H 0.76488 -0.08448 1.83303
16 H 1.93470 -1.38600 1.28992
17 H 0.53938 -1.80075 -0.77654